No. 1
The following is a quantum chemistry calculation of a structure of composition C36H27BrIrN3O5PS, from the Open Molecules 2025 dataset.

Values from the calculation:
Total charge   +2
E_LUMO (spin up / spin down)   -0.28658 / -0.32106 Eh
HOMO level (spin up / spin down)   -13.4826 / -13.4823 eV
Calculated total energy   -5345.8485 Eh
Multiplicity   2

Element x y z (Å)
1 Ir -1.164 0.044 0.644
2 C 1.431 -4.311 3.549
3 C 0.582 -4.894 2.613
4 C -0.310 -4.116 1.906
5 C -0.348 -2.736 2.136
6 C 0.487 -2.148 3.078
7 C 1.377 -2.943 3.782
8 N -1.288 -1.930 1.406
9 N -2.283 -2.567 1.027
10 C -3.208 -1.876 0.239
11 C -4.391 -2.490 -0.084
12 C -5.347 -1.760 -0.785
13 C -5.078 -0.448 -1.129
14 C -3.855 0.103 -0.790
15 N -2.939 -0.604 -0.119
16 H 2.125 -4.928 4.106
17 H 0.621 -5.961 2.433
18 H -0.954 -4.559 1.161
19 H 0.411 -1.095 3.293
20 H 2.014 -2.493 4.531
21 H -4.552 -3.512 0.230
22 H -6.294 -2.214 -1.049
23 H -5.800 0.155 -1.662
24 H -3.589 1.113 -1.063
25 O 1.140 2.589 3.194
26 S 1.048 1.677 2.114
27 O 0.940 2.202 0.751
28 O -0.078 0.643 2.284
29 C 2.442 0.618 1.990
30 C 3.438 0.539 2.937
31 C 4.551 -0.249 2.656
32 C 4.644 -0.924 1.446
33 C 3.610 -0.870 0.517
34 C 2.481 -0.113 0.800
35 P 1.068 -0.018 -0.320
36 C 0.779 -1.710 -0.933
37 C 1.443 -2.835 -0.431
38 C 1.245 -4.076 -1.014
39 C 0.344 -4.230 -2.061
40 C -0.373 -3.133 -2.525
41 C -0.153 -1.884 -1.973
42 C 1.453 0.992 -1.752
43 C 2.731 1.555 -1.767
44 C 3.146 2.302 -2.858
45 C 2.285 2.514 -3.923
46 C 1.001 1.983 -3.895
47 C 0.578 1.229 -2.815
48 H 3.370 1.121 3.848
49 H 5.361 -0.309 3.371
50 H 5.532 -1.498 1.216
51 H 3.703 -1.404 -0.420
52 H 2.105 -2.758 0.418
53 H 1.792 -4.932 -0.637
54 H 0.197 -5.204 -2.511
55 H -1.082 -3.246 -3.335
56 H -0.696 -1.041 -2.370
57 H 3.407 1.422 -0.934
58 H 4.143 2.724 -2.866
59 H 2.610 3.102 -4.773
60 H 0.320 2.162 -4.718
61 H -0.436 0.867 -2.805
62 Br -2.312 8.357 -1.175
63 C -2.150 6.533 -0.778
64 C -1.230 5.764 -1.481
65 C -1.118 4.417 -1.195
66 C -1.916 3.857 -0.197
67 C -2.821 4.640 0.517
68 C -2.947 5.981 0.217
69 C -1.771 2.456 0.121
70 O -2.081 1.939 1.246
71 O -1.308 1.596 -0.726
72 H -0.612 6.223 -2.240
73 H -0.403 3.799 -1.726
74 H -3.419 4.198 1.304
75 H -3.650 6.603 0.753

---

No. 2
The following is a quantum chemistry calculation of a structure of composition C36H27N4O6S5SiTl, from the Open Molecules 2025 dataset.

Values from the calculation:
Total charge   -2
E_LUMO   0.14882 Eh
HOMO level   -2.0033 eV
Calculated total energy   -4511.6086 Eh

Element x y z (Å)
1 Tl -1.191 -0.871 1.621
2 N 0.297 0.830 5.364
3 C -0.099 0.881 4.065
4 S -1.714 0.353 3.769
5 N 0.710 1.407 3.190
6 N 0.205 1.508 1.961
7 C 0.581 2.386 1.083
8 C -0.116 2.377 -0.208
9 C 0.331 3.227 -1.207
10 C -0.352 3.214 -2.416
11 C -1.523 2.451 -2.521
12 C -1.881 1.611 -1.459
13 N -1.187 1.593 -0.351
14 H -0.159 0.051 5.840
15 H 1.263 1.017 5.533
16 H 1.266 3.202 1.275
17 H 1.228 3.773 -1.060
18 H -0.052 3.821 -3.217
19 H -2.078 2.398 -3.454
20 H -2.760 1.023 -1.512
21 O -0.813 -8.029 1.787
22 C -0.819 -6.813 1.845
23 S 0.407 -5.735 2.555
24 C -0.370 -4.159 2.365
25 C -1.572 -4.229 1.728
26 S -2.653 -2.916 1.246
27 S -2.223 -5.830 1.396
28 S 0.509 -2.766 3.002
29 O 0.123 -0.925 -0.048
30 Si 1.518 -1.565 -0.513
31 C 1.903 -0.836 -2.275
32 C 3.176 -0.727 -2.860
33 C 3.343 -0.234 -4.156
34 C 2.267 0.298 -4.853
35 C 1.004 0.223 -4.289
36 C 0.846 -0.302 -3.035
37 C 1.453 -3.423 -0.778
38 C 0.233 -4.096 -0.868
39 C 0.173 -5.430 -1.307
40 C 1.364 -6.103 -1.556
41 C 2.593 -5.448 -1.477
42 C 2.627 -4.121 -1.072
43 C 3.022 -1.077 0.490
44 C 3.577 0.202 0.372
45 C 4.589 0.678 1.231
46 C 5.153 -0.155 2.165
47 C 4.643 -1.450 2.267
48 C 3.588 -1.903 1.465
49 H 4.072 -1.139 -2.341
50 H 4.349 -0.182 -4.580
51 H 2.429 0.663 -5.847
52 H 0.187 0.553 -4.905
53 H -0.159 -0.353 -2.602
54 H -0.689 -3.584 -0.672
55 H -0.780 -5.952 -1.343
56 H 1.304 -7.145 -1.847
57 H 3.492 -6.018 -1.646
58 H 3.583 -3.590 -1.089
59 H 3.120 0.864 -0.347
60 H 4.942 1.694 1.176
61 H 6.011 0.098 2.810
62 H 4.911 -2.111 3.070
63 H 3.222 -2.897 1.686
64 O -5.603 0.688 -0.131
65 C -4.590 1.033 0.506
66 O -3.705 0.295 0.989
67 C -4.366 2.532 0.700
68 C -3.237 3.009 1.327
69 C -2.916 4.373 1.309
70 C -3.814 5.250 0.774
71 O -3.777 6.654 0.765
72 C -4.692 6.927 -0.314
73 O -5.625 5.874 -0.395
74 C -4.933 4.796 0.141
75 C -5.240 3.447 0.101
76 H -2.537 2.267 1.695
77 H -1.952 4.709 1.675
78 H -4.108 6.926 -1.288
79 H -5.213 7.849 -0.119
80 H -6.117 3.088 -0.378

---

No. 3
The following is a quantum chemistry calculation of a structure of composition C36H28BF2OP2STa, from the Open Molecules 2025 dataset.

Values from the calculation:
Total charge   +4
E_LUMO   -0.49717 Eh
HOMO level   -19.5551 eV
Calculated total energy   -2824.8994 Eh

Element x y z (Å)
1 Ta 0.311 -0.447 0.113
2 O -1.569 0.263 -0.278
3 S -0.837 1.386 -1.098
4 C -1.193 2.868 -0.196
5 C -1.845 3.977 -0.703
6 C -2.095 5.048 0.154
7 C -1.704 4.991 1.480
8 C -1.039 3.866 1.976
9 C -0.765 2.786 1.153
10 P 0.200 1.392 1.824
11 C 1.458 1.914 2.953
12 C 1.186 1.970 4.325
13 C 2.169 2.435 5.183
14 C 3.401 2.839 4.678
15 C 3.665 2.785 3.313
16 C 2.695 2.324 2.439
17 C -0.845 0.068 2.501
18 C -2.259 0.091 2.445
19 C -2.990 -0.865 3.112
20 C -2.339 -1.864 3.846
21 C -0.953 -1.898 3.927
22 C -0.203 -0.928 3.283
23 C -1.390 1.075 -2.757
24 C -2.133 1.934 -3.543
25 C -2.598 1.470 -4.773
26 C -2.329 0.179 -5.189
27 C -1.560 -0.673 -4.395
28 C -1.078 -0.240 -3.168
29 P 0.133 -1.231 -2.272
30 C 1.462 -1.830 -3.274
31 C 2.481 -0.938 -3.632
32 C 3.480 -1.373 -4.484
33 C 3.459 -2.677 -4.972
34 C 2.440 -3.557 -4.618
35 C 1.432 -3.142 -3.766
36 C -0.408 -2.478 -1.074
37 C -1.709 -2.609 -0.552
38 C -1.947 -3.503 0.491
39 C -0.904 -4.229 1.059
40 C 0.400 -4.055 0.604
41 C 0.669 -3.173 -0.444
42 H -2.154 4.051 -1.732
43 H -2.597 5.926 -0.231
44 H -1.897 5.828 2.137
45 H -0.707 3.855 3.008
46 H 0.227 1.653 4.721
47 H 1.977 2.484 6.247
48 H 4.162 3.202 5.356
49 H 4.626 3.104 2.933
50 H 2.898 2.295 1.374
51 H -2.770 0.873 1.899
52 H -4.071 -0.826 3.092
53 H -2.926 -2.596 4.388
54 H -0.457 -2.640 4.539
55 H 0.864 -0.884 3.461
56 H -2.370 2.942 -3.245
57 H -3.178 2.136 -5.399
58 H -2.696 -0.170 -6.145
59 H -1.312 -1.663 -4.757
60 H 2.496 0.080 -3.259
61 H 4.277 -0.700 -4.770
62 H 4.242 -3.009 -5.641
63 H 2.431 -4.565 -5.012
64 H 0.634 -3.826 -3.499
65 H -2.530 -2.060 -0.994
66 H -2.962 -3.650 0.838
67 H -1.108 -4.946 1.844
68 H 1.209 -4.636 1.030
69 H 1.666 -3.124 -0.871
70 F 2.413 -0.547 -0.133
71 B 2.143 -1.065 1.224
72 F 3.117 -1.473 1.926